88
Properties=species:S:1:pos:R:3:forces:R:3 method="wB97M-V/def2-TZVPD" total_charge=-1 gap_ev=3.746 multiplicity=1 homo_ev=-3.0930 max_force_ev_per_a=0.77
Cd -0.119 0.194 0.761 -0.7 -0.1 0.4
C 6.706 -2.343 -1.001 0.0 0.0 0.0
C 6.045 -2.797 0.310 0.0 0.0 0.0
C 6.380 -4.274 0.528 0.0 0.0 0.0
C 6.639 -1.999 1.478 0.0 0.0 0.0
C 4.535 -2.548 0.217 0.0 -0.2 0.0
C 4.068 -1.288 0.125 -0.1 0.0 0.0
C 2.655 -1.023 0.055 0.0 0.0 0.0
N 2.090 0.153 -0.032 0.0 0.0 -0.2
C 2.635 1.353 -0.327 0.1 0.3 0.0
C 3.846 1.549 -1.041 -0.2 -0.2 0.1
C 4.328 2.793 -1.303 0.0 0.3 0.0
C 3.568 3.908 -0.840 0.1 -0.1 -0.1
C 2.362 3.817 -0.200 0.1 0.0 -0.1
C 1.815 2.498 0.056 0.2 -0.2 -0.1
O 0.693 2.335 0.602 0.0 0.2 -0.1
C 1.557 5.059 0.193 -0.1 -0.1 0.0
C 2.291 6.357 -0.147 0.0 0.0 0.0
C 0.220 5.060 -0.572 0.0 0.0 0.0
C 1.288 5.062 1.708 0.0 -0.1 0.0
C 5.635 2.954 -2.086 0.0 0.0 0.0
C 5.483 2.341 -3.487 0.0 0.0 0.0
C 6.768 2.230 -1.344 0.0 0.0 0.0
C 6.037 4.420 -2.250 0.0 0.0 0.0
C 1.690 -2.149 0.178 0.3 0.0 0.0
O 0.477 -1.938 0.188 -0.1 0.0 -0.1
C 2.234 -3.508 0.239 0.1 -0.1 0.0
C 3.579 -3.645 0.232 0.2 0.1 0.0
C 1.280 -4.698 0.324 -0.1 0.1 0.0
C 2.038 -6.023 0.357 0.1 -0.1 0.0
C 0.342 -4.714 -0.896 0.1 0.0 0.0
C 0.438 -4.588 1.608 0.0 0.0 0.0
H 7.785 -2.523 -0.967 0.0 0.0 0.0
H 6.542 -1.278 -1.176 0.0 0.0 0.0
H 6.291 -2.891 -1.851 0.0 0.0 0.0
H 7.464 -4.389 0.602 0.0 0.0 0.0
H 6.037 -4.895 -0.304 0.0 0.0 0.0
H 5.937 -4.657 1.451 0.0 0.0 0.0
H 7.717 -2.176 1.544 0.0 0.0 0.0
H 6.181 -2.299 2.422 0.0 0.0 0.0
H 6.484 -0.925 1.357 0.0 0.0 0.0
H 4.746 -0.450 0.185 0.0 0.1 0.0
H 4.343 0.682 -1.458 0.0 0.0 0.1
H 3.957 4.895 -1.043 0.0 0.0 0.0
H 2.450 6.468 -1.224 0.0 0.0 0.1
H 3.259 6.419 0.359 0.0 0.0 0.0
H 1.685 7.203 0.188 0.0 0.0 0.0
H 0.400 5.165 -1.647 0.0 0.0 0.0
H -0.399 5.901 -0.242 0.1 0.0 0.0
H -0.334 4.138 -0.400 0.0 0.1 0.0
H 2.227 5.169 2.260 0.0 0.0 0.0
H 0.804 4.142 2.029 0.0 0.0 0.0
H 0.642 5.907 1.966 0.0 0.0 0.0
H 5.234 1.280 -3.432 0.0 0.0 0.0
H 6.415 2.443 -4.052 0.0 0.0 0.0
H 4.685 2.844 -4.040 0.0 0.0 0.0
H 6.587 1.153 -1.295 0.0 0.0 0.0
H 6.858 2.603 -0.321 0.0 0.0 0.0
H 7.724 2.386 -1.855 0.0 0.0 0.0
H 5.297 4.978 -2.830 0.0 0.0 0.0
H 6.990 4.475 -2.781 0.0 0.0 0.0
H 6.163 4.914 -1.283 0.0 0.0 -0.1
H 3.979 -4.647 0.286 0.0 0.1 0.0
H 2.656 -6.167 -0.536 0.0 0.0 0.1
H 1.312 -6.837 0.392 0.0 0.0 0.0
H 2.676 -6.107 1.243 0.0 0.0 0.0
H 0.918 -4.761 -1.827 0.0 0.0 0.0
H -0.301 -3.835 -0.914 0.0 0.0 0.0
H -0.303 -5.596 -0.846 0.0 0.0 0.0
H 1.081 -4.545 2.492 0.0 0.0 0.0
H -0.214 -5.463 1.693 0.0 0.0 0.0
H -0.197 -3.704 1.600 0.0 0.0 0.0
Se -0.269 0.121 3.316 0.0 0.0 0.2
Se -1.573 -1.816 3.583 -0.1 -0.1 0.0
Se -3.532 -1.589 2.327 0.0 0.2 0.2
Se -3.132 -2.521 0.256 0.1 -0.1 -0.3
C -5.517 1.678 -0.772 0.0 -0.1 0.1
N -4.173 1.768 -0.235 -0.1 0.2 -0.1
C -3.697 2.706 0.663 -0.1 -0.2 0.0
C -2.415 2.349 0.930 0.0 -0.1 -0.1
N -2.105 1.215 0.208 0.4 0.2 0.0
C -3.174 0.901 -0.483 -0.1 -0.1 0.1
H -6.003 2.644 -0.672 0.0 0.0 0.0
H -6.096 0.925 -0.238 0.0 0.0 0.0
H -5.479 1.411 -1.825 0.0 0.0 0.0
H -4.314 3.502 1.043 0.0 0.0 0.0
H -1.699 2.804 1.594 0.0 0.0 0.0
H -3.281 0.018 -1.095 0.0 0.0 0.1